135
Properties=species:S:1:pos:R:3:forces:R:3 method="wB97M-V/def2-TZVPD" max_force_ev_per_a=5.34 charge=-1 orbital_gap_ha=0.264 spin_multiplicity=1
Cs -0.27991 0.66797 -1.71232 1.936 -0.060 1.801
C 4.18506 4.38158 0.92077 -0.096 -0.144 -0.040
C 2.88360 4.50957 0.19836 0.022 0.180 -0.126
C 2.51861 5.51192 -0.67658 -0.052 0.006 0.077
C 1.24602 5.13647 -1.15611 0.260 0.010 0.072
N 0.87451 4.00058 -0.59476 -0.415 0.023 -0.221
N 1.86333 3.61841 0.24439 0.257 -0.017 0.003
B 1.73273 2.17902 0.79799 -0.060 -0.115 0.036
N 1.12982 2.05366 2.22413 -0.104 0.233 0.029
N 0.41296 0.92394 2.42943 -0.013 -0.304 0.009
C -0.08900 0.99247 3.65086 0.091 0.135 -0.120
C 0.28936 2.20742 4.25745 0.067 -0.030 0.061
C 1.05903 2.85504 3.31117 -0.065 0.030 0.067
C 1.71271 4.19305 3.42841 -0.012 -0.076 -0.080
C -0.99975 -0.07530 4.20800 -0.051 -0.047 -0.010
C -1.19516 -1.21488 3.20361 0.047 0.034 0.037
C -0.40462 -0.64057 5.50400 -0.009 0.022 -0.049
C -2.35908 0.57016 4.51758 0.073 -0.040 -0.025
N 3.08305 1.41775 0.66397 0.027 -0.189 0.291
N 3.32050 0.92707 -0.56812 0.022 -0.022 -0.375
C 4.48473 0.29653 -0.52900 -0.048 0.192 0.209
C 5.01948 0.37067 0.77032 -0.004 -0.125 0.046
C 4.08474 1.08074 1.50680 0.072 -0.115 -0.082
C 4.15745 1.42290 2.96052 -0.126 0.043 -0.074
C 5.01391 -0.39305 -1.76339 0.110 -0.029 -0.262
C 4.93856 0.57261 -2.95272 0.008 -0.053 0.080
C 4.15028 -1.62916 -2.05542 2.212 1.455 -1.589
C 6.46225 -0.83321 -1.55157 -0.038 0.054 0.037
C 0.41349 5.84166 -2.19883 -0.130 0.000 -0.078
C -0.65314 4.89729 -2.75626 0.089 0.056 0.113
C 1.32340 6.30783 -3.34286 -0.044 -0.026 0.071
C -0.27412 7.06277 -1.57214 0.031 -0.075 0.000
H 4.81926 5.22588 0.65411 0.013 0.008 0.010
H 4.05794 4.38197 2.00387 0.024 -0.015 -0.014
H 4.69502 3.45871 0.63886 0.048 0.035 0.026
H 3.09934 6.38343 -0.93364 0.052 -0.037 -0.018
H 0.96537 1.62882 0.07415 0.529 0.363 0.736
H 0.03951 2.57200 5.24179 -0.016 0.040 -0.021
H 1.18850 4.78721 4.17604 0.007 0.007 0.014
H 2.75301 4.09604 3.74936 -0.001 0.036 -0.013
H 1.68997 4.72490 2.47825 0.009 0.043 0.068
H -0.29407 -1.82540 3.12718 0.024 0.018 -0.053
H -2.01974 -1.85936 3.52341 0.019 -0.011 0.024
H -1.40804 -0.83605 2.20552 -0.052 -0.010 -0.031
H 0.58256 -1.06525 5.31104 -0.004 0.007 0.020
H -0.29986 0.13757 6.26355 0.008 -0.012 -0.006
H -1.04714 -1.43021 5.90333 -0.008 0.007 0.023
H -2.79783 0.97466 3.60292 -0.029 0.010 0.024
H -3.04576 -0.16683 4.94423 -0.012 0.005 -0.008
H -2.24728 1.39060 5.22907 -0.016 0.002 -0.009
H 5.94004 -0.04745 1.14632 -0.010 0.005 -0.004
H 4.87529 0.76317 3.44742 0.009 0.006 -0.007
H 4.49533 2.45081 3.11272 -0.034 0.008 0.032
H 3.19064 1.30602 3.44855 0.012 -0.008 0.030
H 3.92370 0.95374 -3.05465 0.002 0.030 -0.053
H 5.60663 1.42155 -2.79213 -0.034 0.034 -0.019
H 5.22822 0.06866 -3.87870 0.016 -0.002 0.009
H 3.11119 -1.33294 -2.20321 0.467 0.096 -0.112
H 4.50328 -2.13981 -2.95543 0.050 0.018 -0.125
H 4.19034 -2.32934 -1.21743 3.851 1.352 -2.291
H 7.10084 0.02550 -1.33241 0.005 -0.022 0.004
H 6.54206 -1.53788 -0.72038 0.017 -0.012 -0.006
H 6.84085 -1.32274 -2.45152 0.010 -0.008 -0.004
H -0.19243 4.06739 -3.29507 -0.039 -0.028 0.004
H -1.24700 4.48365 -1.94399 -0.023 -0.020 -0.054
H -1.31297 5.43247 -3.44347 0.007 -0.004 -0.020
H 1.89226 5.46662 -3.74175 0.000 0.011 -0.028
H 0.72298 6.73472 -4.14995 0.005 0.024 0.003
H 2.03002 7.06732 -3.00206 0.017 0.000 -0.017
H -0.94712 6.74530 -0.77341 -0.003 0.029 0.011
H 0.46357 7.74810 -1.14901 -0.014 0.009 0.015
H -0.85670 7.59938 -2.32594 -0.004 0.015 0.008
O -2.10218 1.26283 -5.32456 0.014 0.073 0.089
C -2.21995 0.99439 -4.12203 -0.543 0.025 -0.508
O -1.74166 0.03481 -3.47100 -1.531 -0.580 -1.730
C -3.08676 1.97758 -3.30752 -0.055 -0.017 -0.152
C -4.17559 2.59795 -3.91768 -0.036 0.067 0.000
C -4.94579 3.47853 -3.18255 0.052 -0.056 -0.002
C -4.58671 3.74543 -1.86589 -0.026 -0.015 -0.035
C -3.48467 3.08988 -1.34714 -0.002 0.083 0.071
N -2.75876 2.21223 -2.03753 -0.290 0.043 -0.101
H -4.38372 2.37276 -4.95402 0.042 0.013 -0.007
H -5.80983 3.95725 -3.62782 0.005 0.021 0.008
H -5.14810 4.44549 -1.26144 0.019 -0.011 0.032
H -3.15442 3.27839 -0.32901 -0.029 0.004 -0.002
C -5.03666 -1.05587 1.98525 0.025 -0.041 0.075
N -4.39161 -1.21127 0.69775 0.187 0.027 0.070
C -3.81434 0.01405 0.18627 0.080 -0.068 0.064
C -3.86850 -2.41609 0.28193 -0.503 -0.255 0.027
N -2.82074 -2.46869 -0.44145 0.515 0.476 0.152
C -2.55880 -3.49619 -1.33824 -0.273 -0.251 -0.212
C -3.55947 -3.92879 -2.21481 0.075 0.091 -0.054
C -3.32464 -4.88208 -3.19150 -0.056 -0.029 -0.001
C -2.05706 -5.42682 -3.31840 0.001 -0.069 0.030
C -1.05096 -5.00835 -2.46360 0.046 -0.013 0.081
C -1.27112 -4.05715 -1.46004 -0.109 -0.187 -0.039
N -0.22496 -3.57133 -0.69566 0.074 0.389 0.081
C 0.68901 -4.27603 -0.14493 0.017 -0.241 0.307
N 1.93272 -3.73765 0.05173 -0.428 0.054 0.042
C 2.70796 -3.99433 1.24652 0.057 0.067 -0.020
C 2.29232 -2.51875 -0.65324 -1.621 -1.356 1.443
N 0.57773 -5.59221 0.35014 -0.096 0.047 -0.315
C 1.49361 -6.58934 -0.17103 -0.002 -0.029 0.076
C -0.72618 -6.11380 0.69454 0.077 0.092 0.002
N -4.62663 -3.52021 0.72652 0.096 -0.033 -0.278
C -3.96185 -4.80315 0.80335 -0.076 -0.009 0.115
C -6.01339 -3.59681 0.30772 -0.032 -0.013 0.103
H -5.89270 -0.38142 1.89561 0.010 0.002 -0.027
H -4.34281 -0.62469 2.71762 -0.033 -0.024 -0.023
H -5.38342 -2.01509 2.35695 0.014 0.004 0.017
H -4.60424 0.75843 0.06407 0.059 0.028 -0.026
H -3.32919 -0.18484 -0.75844 -0.056 0.029 -0.284
H -3.04865 0.41251 0.86369 -0.035 0.036 0.064
H -4.53709 -3.46623 -2.13999 0.038 0.035 -0.019
H -4.12183 -5.17893 -3.86146 -0.001 0.013 -0.006
H -1.84547 -6.16040 -4.08674 0.008 0.024 -0.005
H -0.04609 -5.39766 -2.58451 0.030 0.005 0.023
H 2.22168 -4.74987 1.85771 0.020 -0.013 -0.012
H 2.81014 -3.07307 1.83132 -0.040 -0.012 0.010
H 3.71758 -4.33420 0.99173 0.000 -0.033 0.024
H 1.75869 -2.48198 -1.59890 -0.020 -0.212 0.026
H 3.36612 -2.53153 -0.84685 -4.523 -1.374 2.493
H 2.03635 -1.61661 -0.09437 -0.029 0.188 0.187
H 2.40264 -6.10864 -0.52466 0.007 -0.010 0.025
H 1.04760 -7.14671 -1.00662 -0.013 0.026 0.000
H 1.75505 -7.30954 0.61031 0.021 0.007 -0.007
H -1.30885 -5.33297 1.17894 0.208 -0.099 -0.016
H -0.59083 -6.93784 1.39996 -0.013 0.018 0.021
H -1.29351 -6.48300 -0.16666 -0.008 -0.012 -0.046
H -2.93290 -4.64506 1.12085 -0.257 0.023 -0.030
H -3.95219 -5.34893 -0.14752 0.000 0.003 0.068
H -4.47222 -5.41724 1.55067 0.006 0.018 0.041
H -6.41932 -2.59456 0.18699 -0.021 -0.025 0.009
H -6.60115 -4.13036 1.06049 -0.022 0.025 0.001
H -6.11822 -4.13207 -0.64599 0.009 0.000 0.028